[1]
{"formula": "C42H90BrF9O10P2Si2", "method": "ωB97M-V/def2-TZVPD", "elements": ["C", "C", "O", "C", "O", "Si", "O", "O", "Si", "C", "C", "C", "O", "O", "C", "C", "C", "F", "F", "C", "F", "F", "C", "F", "F", "C", "F", "F", "F", "P", "O", "Br", "P", "O", "O", "O", "H", "H", "H", "H", "H", "H", "H", "H", "H", "H", "H", "H", "H", "H", "H", "H", "H", "H", "H", "H", "C", "C", "C", "C", "C", "C", "H", "H", "H", "H", "H", "H", "H", "H", "H", "H", "H", "H", "H", "H", "C", "C", "C", "C", "C", "C", "H", "H", "H", "H", "H", "H", "H", "H", "H", "H", "H", "H", "H", "H", "C", "C", "C", "C", "C", "C", "H", "H", "H", "H", "H", "H", "H", "H", "H", "H", "H", "H", "H", "H", "C", "C", "C", "C", "C", "C", "H", "H", "H", "H", "H", "H", "H", "H", "H", "H", "H", "H", "H", "H", "C", "C", "C", "C", "C", "C", "H", "H", "H", "H", "H", "H", "H", "H", "H", "H", "H", "H", "H", "H"], "xyz": [[-1.93454, 0.43705, 4.38401], [-1.29936, -0.92663, 3.73034], [-0.03927, -1.19601, 4.49405], [-0.90300, -0.81272, 2.13992], [-1.26588, 0.53551, 1.69559], [-2.73055, 0.50006, 0.65740], [-3.74250, -0.85946, 1.22783], [-2.14152, 0.34714, -0.96021], [-3.27521, 0.53730, -2.24235], [-5.12134, 0.73839, -1.83512], [-5.88132, -0.53388, -1.14774], [-7.42144, -0.55696, -1.77229], [-7.87512, -1.48568, -2.63546], [-8.35700, 0.49028, -1.31346], [-2.53959, 1.93398, -3.41467], [-3.62045, 3.05971, -3.87725], [-3.14864, 4.63390, -3.58273], [-2.25094, 4.77790, -2.41587], [-2.29842, 4.98943, -4.78258], [-4.38129, 5.70849, -3.59452], [-3.76598, 7.07221, -3.80035], [-5.30581, 5.53131, -4.77523], [-5.33365, 5.73757, -2.27172], [-5.57621, 4.43209, -1.61929], [-6.69147, 6.19767, -2.75492], [-4.90791, 6.80100, -1.10275], [-3.45689, 6.95849, -0.87495], [-5.47772, 6.26306, 0.18898], [-5.48055, 8.16235, -1.25441], [-3.12727, -1.31867, -3.49459], [-3.42609, -2.74320, -2.54773], [-0.92561, -1.48280, -4.15937], [-3.81441, 2.33423, 1.16867], [-3.34444, 2.75422, 2.65428], [-5.55813, 2.15211, 1.29790], [-3.29850, 3.63291, 0.13365], [-2.00728, 0.39521, 5.57382], [-1.32904, 1.42358, 4.14785], [-3.06390, 0.53352, 4.01781], [-2.00852, -1.84961, 3.97279], [0.58355, -0.40784, 4.35349], [0.28881, -0.86766, 2.09381], [-1.28473, -1.69069, 1.46897], [-4.47799, -0.41922, 1.76754], [-5.68514, 0.92092, -2.87393], [-5.26051, 1.76908, -1.25630], [-5.33048, -1.56103, -1.22510], [-6.01042, -0.30648, 0.00503], [-8.25426, 0.64737, -0.32330], [-1.56586, 2.36723, -2.87785], [-2.11285, 1.43357, -4.41173], [-4.71280, 2.92605, -3.48775], [-3.69913, 3.00474, -5.06785], [-2.59619, -3.13272, -2.14510], [-6.01708, 2.70609, 0.57250], [-2.46999, 4.04248, 0.53284], [0.77254, -3.18808, -0.51383], [1.87935, -4.22950, -0.44799], [1.36202, -5.63551, -0.13071], [0.68087, -5.78577, 1.23455], [1.54155, -5.39667, 2.43838], [2.78332, -6.25920, 2.59014], [0.25594, -3.08611, 0.44455], [1.19091, -2.20946, -0.76998], [0.03449, -3.45171, -1.27826], [2.63159, -3.92194, 0.28453], [2.38924, -4.25753, -1.41929], [2.19788, -6.34114, -0.20184], [0.64930, -5.93666, -0.90852], [0.36288, -6.82913, 1.34812], [-0.23834, -5.18942, 1.25200], [0.93469, -5.49871, 3.34707], [1.83106, -4.34205, 2.37928], [2.51423, -7.31555, 2.69963], [3.34680, -5.95964, 3.47872], [3.45142, -6.16326, 1.72790], [7.63866, -0.94817, -4.49538], [7.80549, -2.35500, -3.94138], [6.64100, -3.28281, -4.29959], [5.27758, -2.86267, -3.73827], [5.21675, -2.71601, -2.21638], [5.49365, -4.01509, -1.47833], [6.75247, -0.45511, -4.08632], [8.50782, -0.33549, -4.23549], [7.55135, -0.96694, -5.58652], [7.94204, -2.31012, -2.85677], [8.72953, -2.78291, -4.35031], [6.88122, -4.29577, -3.95633], [6.56078, -3.34823, -5.39180], [4.53219, -3.60269, -4.05350], [4.97032, -1.91531, -4.19542], [4.21347, -2.36701, -1.94062], [5.91482, -1.94362, -1.87629], [4.77517, -4.78977, -1.76804], [5.40999, -3.86281, -0.39823], [6.50227, -4.38977, -1.68158], [0.27477, -0.29937, 11.24053], [0.59174, -1.65872, 10.63587], [1.06861, -1.57265, 9.18316], [0.04635, -0.99830, 8.19544], [-1.28893, -1.74296, 8.13317], [-1.15017, -3.18277, 7.66769], [-0.53957, 0.19986, 10.70819], [-0.03378, -0.41421, 12.28454], [1.15421, 0.35224, 11.21679], [-0.28336, -2.31056, 10.71556], [1.38190, -2.13009, 11.23391], [1.37282, -2.57303, 8.85401], [1.97485, -0.95568, 9.14180], [0.49740, -0.99443, 7.19587], [-0.14786, 0.05212, 8.43995], [-1.94955, -1.21421, 7.43430], [-1.78906, -1.71776, 9.10722], [-0.69521, -3.22934, 6.67214], [-2.13303, -3.66009, 7.61329], [-0.53418, -3.77314, 8.35401], [2.04099, -2.83052, -6.68598], [1.65417, -1.45040, -7.19545], [0.98455, -1.48512, -8.57226], [1.85991, -2.02692, -9.70834], [3.17942, -1.28320, -9.92551], [2.98854, 0.17215, -10.31858], [2.77247, -3.31261, -7.34043], [2.48873, -2.75254, -5.69009], [1.16211, -3.47917, -6.61256], [2.53633, -0.80345, -7.21288], [0.95536, -0.99848, -6.48018], [0.64527, -0.47334, -8.82289], [0.07697, -2.09850, -8.51147], [1.27774, -1.99525, -10.63714], [2.07843, -3.08556, -9.52832], [3.73586, -1.78872, -10.72503], [3.80657, -1.34314, -9.02961], [2.40337, 0.25410, -11.24115], [3.95815, 0.64913, -10.48932], [2.47502, 0.73960, -9.53542], [-0.38738, 8.25550, 3.42351], [0.72604, 7.45262, 4.07896], [1.35386, 6.41937, 3.13905], [0.40047, 5.32544, 2.64425], [-0.27613, 4.50455, 3.74414], [0.70787, 3.72503, 4.60034], [-1.21927, 7.61614, 3.11537], [-0.78196, 8.99595, 4.12664], [-0.01633, 8.78892, 2.54240], [0.34770, 6.96915, 4.98458], [1.51020, 8.14723, 4.40574], [2.20857, 5.95724, 3.64653], [1.76902, 6.93804, 2.26598], [0.96293, 4.64773, 1.99084], [-0.37482, 5.77435, 2.01315], [-0.96569, 3.79292, 3.27244], [-0.88946, 5.14909, 4.38283], [1.30005, 3.03716, 3.98681], [0.17321, 3.13479, 5.35038], [1.39674, 4.38913, 5.13275]], "forces_ev_per_angstrom": [[-1.03, 0.03, 0.19], [0.43, 0.25, 1.25], [-0.22, 1.32, -1.22], [1.42, -0.22, 1.10], [-3.00, -1.24, -2.54], [3.39, -3.70, 0.94], [0.21, 3.59, -0.34], [-2.85, 0.75, 2.22], [2.01, 0.25, -0.30], [-1.55, 0.82, -0.47], [-1.37, 0.81, 0.89], [-2.57, -4.35, -2.93], [3.18, 6.52, 5.59], [2.39, -2.27, 0.36], [0.80, 0.32, -0.66], [0.06, 1.07, -0.99], [2.10, -1.10, -1.81], [-3.04, -0.07, -3.27], [-2.29, -0.61, 3.50], [0.12, 2.12, -2.13], [-2.22, -4.17, 1.03], [3.34, 0.08, 3.83], [-3.38, 0.17, 0.06], [1.10, 3.74, -2.37], [4.31, -1.47, 1.75], [0.30, 2.00, 3.82], [-5.04, -0.73, -1.09], [1.93, 1.87, -4.36], [2.09, -5.03, 0.17], [-0.41, -2.21, -0.55], [1.89, 1.21, -0.29], [-0.89, 0.18, 0.70], [0.14, 5.65, 6.22], [-1.63, -2.10, -5.68], [2.31, 1.58, -2.85], [-0.50, -2.10, 1.33], [0.37, -0.44, -2.61], [-1.34, -2.19, 0.11], [2.54, 0.16, 0.64], [1.62, 1.98, -0.63], [-1.51, -1.56, 0.22], [-2.58, 0.12, 0.08], [0.35, 1.71, 1.30], [1.33, -1.10, -0.88], [1.45, -0.30, 2.03], [0.03, -2.26, -1.10], [-1.25, 1.98, -0.29], [0.25, -0.49, -2.34], [0.21, -0.35, -1.82], [-2.31, -0.71, -1.08], [-0.98, 0.97, 2.23], [2.15, 0.20, -0.43], [0.09, 0.39, 2.71], [-1.26, 0.81, -0.48], [0.88, -1.10, 1.57], [-1.47, -0.77, -0.27], [0.08, 0.24, 0.05], [-0.09, -0.18, -0.17], [0.14, -0.06, 0.03], [-0.07, 0.09, -0.02], [-0.18, -0.07, 0.05], [0.21, 0.00, 0.06], [0.03, -0.03, -0.07], [-0.16, -0.04, 0.00], [0.02, 0.02, 0.03], [-0.01, -0.04, -0.01], [-0.01, 0.00, 0.14], [-0.08, 0.04, 0.02], [0.06, 0.04, 0.04], [0.02, 0.07, 0.01], [0.04, -0.04, -0.02], [0.05, 0.09, -0.13], [-0.06, -0.04, -0.01], [0.06, 0.10, -0.04], [-0.01, -0.09, -0.09], [-0.06, -0.05, 0.10], [0.13, 0.16, 0.09], [0.00, -0.13, -0.19], [0.04, -0.12, 0.10], [0.01, 0.13, -0.05], [-0.15, 0.01, -0.10], [0.11, -0.08, 0.18], [0.06, -0.02, -0.07], [-0.13, 0.00, -0.08], [-0.03, 0.03, 0.10], [-0.03, -0.04, -0.02], [-0.11, 0.01, 0.10], [-0.05, 0.07, -0.03], [0.02, 0.02, 0.08], [0.03, 0.03, 0.03], [0.03, -0.06, 0.00], [0.11, 0.03, -0.04], [-0.04, -0.02, -0.06], [0.11, 0.05, 0.02], [0.00, -0.10, -0.07], [-0.13, 0.01, 0.03], [-0.13, 0.01, 0.19], [0.24, 0.02, -0.06], [-0.04, -0.15, -0.01], [0.04, 0.12, 0.01], [0.05, 0.14, -0.13], [-0.07, -0.22, -0.03], [0.08, 0.00, 0.05], [0.03, 0.11, -0.10], [-0.10, -0.02, -0.02], [0.03, 0.00, -0.05], [-0.11, 0.00, -0.08], [-0.02, 0.09, -0.01], [-0.07, -0.04, 0.03], [-0.11, -0.04, 0.06], [0.03, -0.05, 0.01], [0.07, -0.02, 0.12], [0.04, 0.04, -0.03], [-0.01, 0.02, 0.12], [0.10, -0.03, -0.02], [-0.07, 0.05, -0.09], [0.13, -0.01, 0.17], [-0.20, -0.02, -0.05], [-0.01, 0.15, -0.02], [0.03, -0.13, 0.07], [-0.04, -0.14, -0.13], [0.09, 0.21, 0.02], [-0.07, 0.00, 0.06], [-0.03, -0.10, -0.08], [0.09, 0.02, -0.03], [-0.03, 0.01, -0.04], [0.10, 0.02, -0.12], [0.02, -0.08, -0.01], [0.08, 0.04, 0.03], [0.05, 0.01, 0.05], [-0.04, 0.07, 0.00], [-0.05, 0.01, 0.15], [-0.05, -0.04, -0.03], [0.04, 0.02, 0.12], [-0.13, 0.02, -0.02], [0.05, -0.04, -0.12], [-0.14, 0.11, 0.13], [0.17, 0.04, -0.13], [0.08, -0.05, 0.08], [-0.05, 0.05, 0.01], [-0.06, -0.11, -0.22], [0.04, -0.03, 0.21], [0.05, 0.07, 0.00], [-0.01, -0.05, -0.15], [-0.07, -0.06, 0.05], [0.04, -0.03, -0.04], [-0.07, -0.13, 0.00], [-0.07, 0.00, -0.07], [-0.04, -0.01, 0.08], [-0.02, 0.01, 0.04], [0.03, 0.04, 0.01], [-0.02, 0.14, 0.09], [0.02, -0.02, -0.08], [-0.01, 0.07, 0.05], [0.10, 0.01, -0.03], [-0.04, -0.12, -0.05]], "orbital_gap_ev": 8.274, "energy_ha": -7141.15401, "lumo_energy_ev": -0.878, "e_homo_ha": -0.3363}

---

[2]
{"formula": "C4H8O", "method": "ωB97M-V/def2-TZVPD", "elements": ["C", "C", "C", "C", "H", "H", "H", "H", "H", "H", "H", "H", "O"], "xyz": [[0.74288, 1.31326, -0.21040], [-0.00446, 0.15283, 0.52663], [-1.28676, -0.26582, -0.14461], [0.48330, -1.29690, 0.12529], [0.27320, 2.28957, -0.07618], [0.57780, 1.02586, -1.32339], [1.82439, 1.36730, -0.02961], [-0.06974, 0.37040, 1.60964], [-1.66244, 0.40048, -0.90331], [-2.10723, -0.50786, 0.60875], [0.45263, -2.05145, 1.00526], [1.47901, -1.34989, -0.40726], [-0.70258, -1.44776, -0.78081]], "forces_ev_per_angstrom": [[-0.87, -1.68, -1.98], [1.45, 0.25, 0.32], [-1.11, -0.76, 0.48], [-0.18, -0.09, 0.49], [0.04, -0.13, 0.23], [0.61, 0.75, 1.53], [-0.37, -0.07, 0.16], [0.01, -0.33, -0.50], [-0.33, 0.33, -0.23], [0.86, 0.02, -1.04], [0.01, 1.12, -1.52], [-1.19, -0.09, 0.42], [1.07, 0.69, 1.65]], "orbital_gap_ev": 10.827, "smiles": "CC1COC1", "de_lowest_kj_mol": 155.79, "energy_ha": -232.38630, "lumo_energy_ev": 1.101, "e_homo_ha": -0.3574}